# 1
Below is a 3-piece molecular cluster, C21H44N2O11P2 overall, with properties calculated with wB97M-V/def2-TZVPD.

Output
Highest occupied orbital energy (eV): -8.8828
Structure (SMILES): COCCCC[C@@H](C#N)[C@@](C#N)([PH2]=O)P(=O)(O)O.COCCOCCOC.COCCOCCOC
E_LUMO (eV): -0.2

```
! wB97M-V def2-TZVPD RIJCOSX def2/J DEFGRID3
* xyz 0 1
C -0.07 -1.87 3.36
O 1.28 -2.02 3.69
C 1.51 -2.24 5.07
C 2.46 -1.16 5.59
C 3.06 -1.56 6.93
C 4.04 -0.55 7.53
C 3.49 0.83 7.93
C 3.24 1.71 6.78
N 3.06 2.31 5.82
C 2.25 0.85 8.88
C 1.00 0.54 8.21
N 0.12 0.04 7.65
P 2.50 -0.25 10.37
O 2.36 -1.69 10.09
P 2.06 2.59 9.54
O 1.88 2.58 10.99
O 0.79 3.21 8.79
O 3.35 3.44 9.10
H -0.17 -1.62 2.30
H -0.57 -1.07 3.93
H -0.63 -2.80 3.50
H 1.89 -3.24 5.27
H 0.55 -2.09 5.59
H 3.21 -0.97 4.82
H 1.85 -0.26 5.67
H 2.27 -1.83 7.62
H 3.64 -2.47 6.76
H 4.44 -0.99 8.45
H 4.87 -0.42 6.85
H 4.29 1.33 8.48
H 3.82 0.09 10.75
H 1.66 0.22 11.38
H 1.00 3.83 8.09
H 3.19 3.96 8.31
C -2.70 -3.23 -3.97
O -2.93 -1.96 -3.40
C -3.77 -1.98 -2.26
C -3.30 -1.00 -1.21
O -2.12 -1.38 -0.51
C -0.89 -1.33 -1.21
C -0.41 0.06 -1.57
O -1.16 0.60 -2.65
C -1.38 1.99 -2.55
H -3.60 -3.61 -4.47
H -1.90 -3.13 -4.70
H -2.38 -3.95 -3.20
H -3.81 -2.99 -1.82
H -4.78 -1.69 -2.57
H -4.08 -0.96 -0.44
H -3.22 0.01 -1.62
H -0.91 -1.98 -2.09
H -0.15 -1.75 -0.52
H 0.64 0.00 -1.88
H -0.48 0.70 -0.69
H -1.77 2.26 -1.57
H -2.12 2.26 -3.31
H -0.45 2.55 -2.75
C -2.01 -0.03 -11.14
O -1.22 -0.05 -9.97
C -0.02 0.68 -10.09
C 0.31 1.43 -8.82
O -0.50 2.56 -8.56
C -1.84 2.35 -8.15
C -2.00 1.78 -6.76
O -1.66 0.41 -6.72
C -1.03 0.03 -5.50
H -1.57 -0.65 -11.93
H -2.99 -0.44 -10.88
H -2.16 0.99 -11.50
H -0.07 1.39 -10.92
H 0.80 -0.03 -10.29
H 1.32 1.84 -8.94
H 0.34 0.76 -7.96
H -2.39 1.75 -8.88
H -2.30 3.34 -8.15
H -3.05 1.89 -6.45
H -1.38 2.36 -6.07
H -0.20 0.70 -5.26
H -0.63 -0.98 -5.65
H -1.74 0.00 -4.68
*
```

=====

# 2
Below is C21H44O3P2Ti as an isolated structure, with properties calculated with wB97M-V/def2-TZVPD.

Output
Highest occupied orbital energy (spin up / spin down) (eV): -22.6106 / -22.6099
E_LUMO (spin up / spin down) (eV): -17.4 / -17.4

```
! wB97M-V def2-TZVPD RIJCOSX def2/J DEFGRID3
* xyz 4 1
Ti 0.29 0.13 -0.46
C 0.08 -1.76 0.01
O 0.00 -2.92 0.18
C -0.60 1.34 0.79
O -1.17 2.08 1.50
P -1.94 -0.01 -1.49
C -3.41 -0.73 -0.65
H -4.24 -0.60 -1.37
C -2.55 1.66 -2.06
H -2.42 2.26 -1.14
C -1.68 -1.18 -2.91
H -1.50 -2.14 -2.40
C 3.37 -0.56 0.01
P 2.12 0.26 1.13
H 3.34 -0.37 3.04
H 3.02 -1.60 -0.06
C 2.82 1.95 1.44
H 3.90 1.77 1.54
C -1.67 2.27 -3.16
H -1.75 1.71 -4.10
H -0.62 2.33 -2.86
H -2.02 3.29 -3.37
C -4.03 1.70 -2.46
H -4.26 2.71 -2.85
H -4.70 1.52 -1.62
H -4.26 0.98 -3.26
C -2.92 -1.31 -3.79
H -3.82 -1.61 -3.23
H -2.73 -2.10 -4.54
H -3.13 -0.38 -4.34
C -0.44 -0.84 -3.73
H -0.35 -1.59 -4.53
H 0.49 -0.89 -3.14
H -0.51 0.15 -4.20
C -3.25 -2.23 -0.39
H -3.60 -2.81 -1.25
H -3.82 -2.55 0.50
H -2.20 -2.50 -0.21
C -3.73 0.10 0.60
H -2.98 -0.07 1.39
H -4.72 -0.20 0.98
H -3.76 1.17 0.38
C 4.78 -0.55 0.64
H 4.83 -1.02 1.62
H 5.17 0.47 0.71
H 5.45 -1.12 -0.03
C 3.40 0.05 -1.38
H 3.90 1.03 -1.38
C 1.30 -0.32 3.77
H 2.42 0.15 -1.88
H 4.01 -0.61 -2.01
C 2.37 -2.21 2.45
H 0.52 -1.08 3.85
H 1.81 -0.23 4.74
H 0.80 0.63 3.56
C 2.34 -0.70 2.70
H 2.40 -2.74 3.41
H 3.25 -2.51 1.87
H 1.47 -2.53 1.92
C 2.30 2.57 2.75
H 1.21 2.66 2.72
H 2.72 3.58 2.84
H 2.59 2.00 3.63
C 2.58 2.93 0.29
H 3.00 2.60 -0.66
H 3.04 3.88 0.56
H 1.50 3.11 0.14
H -0.96 -2.87 3.34
H -2.66 -2.56 2.54
O -1.14 -1.27 2.09
C -1.60 -2.26 2.67
*
```

=====

# 3
Below is C21H45B3Cl18FN3O4 as an isolated structure, with properties calculated with wB97M-V/def2-TZVPD.

Output
Highest occupied orbital energy (eV): -9.3723
E_LUMO (eV): 0.1

```
! wB97M-V def2-TZVPD RIJCOSX def2/J DEFGRID3
* xyz 0 1
C -1.24 3.85 0.32
C -0.97 2.79 -0.76
C -0.66 3.50 -2.08
C -2.18 1.83 -0.93
C -1.72 0.36 -1.08
C -2.45 -0.35 -2.25
C -2.03 -0.41 0.20
O -1.71 0.35 1.38
B -0.40 0.37 1.73
O 0.00 1.29 2.69
B 1.33 1.61 2.60
F 1.76 2.87 2.53
O 2.25 0.57 2.46
B 1.88 -0.22 1.37
C 2.94 -0.71 0.34
C 2.49 -0.46 -1.11
C 3.29 0.66 -1.79
C 2.66 1.18 -3.07
N 2.74 0.25 -4.21
C 1.80 -0.79 -4.23
N 0.54 -0.69 -4.07
N 2.41 -2.06 -4.53
O 0.53 -0.51 1.19
H -0.45 4.60 0.34
H -1.32 3.39 1.30
H -2.19 4.34 0.11
H -0.11 2.19 -0.44
H -0.78 2.84 -2.94
H -1.36 4.33 -2.19
H 0.34 3.93 -2.09
H -2.84 1.93 -0.07
H -2.74 2.17 -1.80
H -0.65 0.31 -1.30
H -1.76 -0.98 -2.80
H -2.88 0.36 -2.95
H -3.26 -0.99 -1.89
H -1.55 -1.39 0.21
H -3.11 -0.60 0.22
H 3.14 -1.77 0.47
H 3.89 -0.20 0.54
H 2.57 -1.35 -1.72
H 1.45 -0.12 -1.11
H 3.32 1.51 -1.09
H 4.34 0.37 -1.92
H 1.63 1.47 -2.87
H 3.19 2.09 -3.36
H 3.64 -0.21 -4.18
H 0.28 0.28 -3.92
H 2.10 -2.72 -3.82
H 1.98 -2.40 -5.39
C -5.64 4.35 1.15
Cl -4.82 3.40 -0.12
Cl -4.79 5.85 1.55
H -6.62 4.60 0.76
H -5.73 3.78 2.07
C 3.35 -5.25 1.55
Cl 4.97 -5.94 1.63
Cl 2.86 -4.84 -0.10
H 2.65 -5.99 1.93
H 3.32 -4.35 2.15
C 6.96 -1.74 -0.34
Cl 5.73 -3.01 -0.38
Cl 6.39 -0.26 0.46
H 7.82 -2.11 0.20
H 7.22 -1.49 -1.36
C -3.88 2.30 4.76
Cl -2.91 3.59 5.47
Cl -5.48 2.92 4.33
H -3.39 1.92 3.88
H -4.01 1.52 5.50
C -1.41 6.04 8.46
Cl -3.11 5.60 8.68
Cl -0.88 5.86 6.79
H -1.29 7.08 8.75
H -0.81 5.40 9.09
C -9.12 1.28 5.22
Cl -10.60 0.32 5.29
Cl -8.92 2.08 3.66
H -9.17 2.04 5.99
H -8.27 0.63 5.38
C 3.73 -7.63 -2.39
Cl 5.40 -8.23 -2.31
Cl 3.24 -7.23 -4.04
H 3.07 -8.41 -2.01
H 3.67 -6.74 -1.78
C 8.18 -7.55 -4.66
Cl 8.45 -6.24 -5.81
Cl 9.69 -8.33 -4.17
H 7.70 -7.14 -3.78
H 7.54 -8.29 -5.13
C -6.11 0.32 -1.58
Cl -7.78 0.28 -0.99
Cl -6.03 0.11 -3.34
H -5.69 1.28 -1.32
H -5.56 -0.48 -1.11
*
```

=====

# 4
Below is a 4-piece molecular cluster, C21H45BBrO13 overall, with properties calculated with wB97M-V/def2-TZVPD.

Output
Highest occupied orbital energy (eV): -4.7979
E_LUMO (eV): 2.0

```
! wB97M-V def2-TZVPD RIJCOSX def2/J DEFGRID3
* xyz -1 1
C 0.77 0.61 -1.09
C 0.22 -0.82 -1.21
C 1.32 -1.82 -1.52
Br 0.47 -3.61 -1.21
B 1.99 -1.75 -3.07
O 1.82 -3.06 -3.79
C 1.37 -0.56 -4.02
C 1.74 -0.77 -5.49
C 3.62 -1.58 -2.85
O 3.97 -0.52 -1.91
C 4.97 -0.82 -1.05
O 4.40 -1.36 0.15
C 5.35 -1.78 1.09
C 4.94 -3.13 1.56
O 5.33 -4.11 0.60
H 1.81 0.60 -0.81
H 0.69 1.08 -2.06
H 0.15 1.18 -0.41
H -0.58 -0.87 -1.94
H -0.21 -1.08 -0.25
H 2.05 -1.75 -0.73
H 2.66 -3.28 -4.20
H 1.81 0.40 -3.74
H 0.28 -0.49 -3.98
H 1.41 0.11 -6.05
H 1.25 -1.64 -5.89
H 2.82 -0.84 -5.61
H 4.00 -2.54 -2.50
H 4.10 -1.32 -3.79
H 5.56 0.07 -0.80
H 5.65 -1.56 -1.47
H 6.35 -1.83 0.65
H 5.41 -1.10 1.95
H 3.86 -3.13 1.65
H 5.37 -3.37 2.54
H 4.54 -4.63 0.38
C -6.26 0.19 0.29
C -5.09 0.88 -0.38
O -4.07 -0.04 -0.77
C -4.32 -0.76 -1.87
O -5.29 -0.66 -2.57
O -3.29 -1.58 -2.07
C -3.42 -2.45 -3.19
H -5.92 -0.41 1.13
H -6.98 0.92 0.65
H -6.77 -0.48 -0.41
H -4.61 1.56 0.32
H -5.41 1.47 -1.24
H -3.63 -1.89 -4.10
H -4.21 -3.18 -3.01
H -2.47 -2.97 -3.30
C -10.72 -0.77 4.25
C -10.03 0.16 5.21
O -8.93 -0.46 5.88
C -7.82 -0.61 5.15
O -7.66 -0.23 4.02
O -6.91 -1.23 5.90
C -5.68 -1.51 5.21
H -11.03 -1.69 4.76
H -11.60 -0.29 3.82
H -10.06 -1.06 3.43
H -10.72 0.45 6.01
H -9.69 1.07 4.72
H -5.26 -0.61 4.78
H -5.84 -2.26 4.44
H -5.00 -1.92 5.96
C 7.15 6.89 -0.24
C 7.62 6.12 0.98
O 6.60 5.27 1.51
C 6.39 4.14 0.82
O 7.00 3.78 -0.15
O 5.41 3.47 1.42
C 5.01 2.26 0.76
H 6.25 7.45 -0.01
H 7.92 7.59 -0.56
H 6.93 6.22 -1.06
H 7.86 6.82 1.79
H 8.52 5.54 0.77
H 5.87 1.61 0.61
H 4.54 2.49 -0.19
H 4.30 1.77 1.41
*
```

=====

# 5
Below is a 6-piece molecular cluster, C21H45ClFN5O9S overall, with properties calculated with wB97M-V/def2-TZVPD.

Output
Highest occupied orbital energy (eV): -8.7278
Structure (SMILES): C[C@@]1(Cl)C[C@@H](F)S(=O)(=O)O[C@@]1(C)O.CN(C)C=O.CN(C)C=O.CN(C)C=O.CN(C)C=O.CN(C)C=O
E_LUMO (eV): 0.3

```
! wB97M-V def2-TZVPD RIJCOSX def2/J DEFGRID3
* xyz 0 1
C 0.07 -1.15 -0.20
C -0.85 -0.04 -0.66
Cl -0.76 0.09 -2.48
C -2.31 -0.42 -0.37
C -3.31 0.70 -0.57
F -4.57 0.27 -0.19
S -2.88 2.09 0.47
O -2.82 1.64 1.82
O -3.62 3.24 0.09
O -1.43 2.31 -0.13
C -0.36 1.31 -0.04
C 0.79 1.98 -0.75
O -0.08 1.07 1.29
H -0.06 -1.30 0.87
H -0.16 -2.08 -0.73
H 1.12 -0.89 -0.37
H -2.60 -1.20 -1.09
H -2.41 -0.82 0.64
H -3.34 1.05 -1.60
H 1.14 2.79 -0.11
H 0.48 2.39 -1.70
H 1.60 1.26 -0.91
H 0.88 1.15 1.43
C 3.73 -0.21 1.76
O 2.52 -0.09 1.59
N 4.29 -1.20 2.47
C 5.72 -1.31 2.63
C 3.41 -2.18 3.09
H 4.46 0.49 1.33
H 6.09 -2.26 2.23
H 6.00 -1.25 3.69
H 6.22 -0.49 2.12
H 2.82 -2.70 2.33
H 2.73 -1.70 3.78
H 4.03 -2.90 3.62
C -3.18 5.64 5.79
O -3.87 6.54 6.24
N -3.54 4.85 4.76
C -2.68 3.79 4.26
C -4.83 5.06 4.13
H -2.18 5.40 6.19
H -2.44 3.95 3.20
H -3.16 2.81 4.34
H -1.76 3.78 4.83
H -4.90 6.08 3.73
H -5.64 4.94 4.86
H -4.95 4.35 3.32
C -5.21 -2.22 -1.70
O -4.26 -2.03 -2.44
N -6.48 -2.34 -2.12
C -7.58 -2.54 -1.21
C -6.75 -2.25 -3.55
H -5.11 -2.29 -0.61
H -8.10 -3.48 -1.41
H -8.30 -1.72 -1.27
H -7.20 -2.58 -0.19
H -6.22 -3.03 -4.10
H -6.42 -1.28 -3.94
H -7.82 -2.36 -3.71
C 9.60 0.44 2.46
O 8.39 0.44 2.59
N 10.28 -0.42 1.67
C 11.72 -0.37 1.54
C 9.53 -1.41 0.93
H 10.26 1.16 2.98
H 12.02 -0.18 0.51
H 12.18 -1.31 1.87
H 12.11 0.43 2.16
H 8.81 -0.94 0.26
H 8.97 -2.06 1.61
H 10.22 -2.02 0.35
C -2.72 -2.30 -7.53
O -2.24 -1.81 -8.54
N -2.39 -1.92 -6.27
C -2.98 -2.53 -5.10
C -1.40 -0.87 -6.10
H -3.47 -3.10 -7.55
H -3.50 -1.79 -4.48
H -2.22 -3.01 -4.48
H -3.69 -3.29 -5.41
H -1.73 0.06 -6.57
H -0.45 -1.15 -6.56
H -1.27 -0.71 -5.04
*
```

=====

# 6
Below is a 2-piece molecular cluster, C21H45ClNO6S overall, with properties calculated with wB97M-V/def2-TZVPD.

Output
Highest occupied orbital energy (eV): -0.5742
E_LUMO (eV): 0.8

```
! wB97M-V def2-TZVPD RIJCOSX def2/J DEFGRID3
* xyz -1 1
C 4.87 -1.56 -1.00
C 4.57 -0.20 -1.64
C 5.05 1.01 -0.81
C 3.92 1.96 -0.36
C 3.31 1.62 0.99
C 2.58 0.28 0.90
C 1.38 0.11 1.84
C 0.86 -1.31 1.61
C -0.64 -1.61 1.45
N -1.03 -1.86 0.00
C -0.55 -3.29 -0.24
C 0.00 -3.52 -1.65
C 0.11 -5.02 -1.81
Cl 0.41 -5.46 -3.52
C -2.52 -1.89 -0.10
C -3.10 -2.42 -1.40
C -4.56 -2.01 -1.56
S -4.94 -1.36 -3.20
O -3.83 -1.45 -4.09
O -6.04 -2.09 -3.68
O -5.34 0.17 -2.99
O -0.35 -1.04 -0.90
C -1.16 0.04 -1.41
C -1.84 1.06 -0.47
C -1.24 2.45 -0.39
C -1.88 3.17 0.79
H 3.98 -2.04 -0.61
H 5.52 -1.42 -0.14
H 5.39 -2.24 -1.66
H 3.52 -0.08 -1.83
H 5.04 -0.19 -2.62
H 5.70 0.71 0.00
H 5.67 1.58 -1.49
H 4.34 2.96 -0.34
H 3.18 1.97 -1.16
H 4.09 1.59 1.73
H 2.68 2.47 1.24
H 2.19 0.18 -0.11
H 3.30 -0.50 1.11
H 0.65 0.90 1.79
H 1.77 0.15 2.85
H 1.41 -1.71 0.77
H 1.16 -1.89 2.47
H -1.32 -0.93 1.93
H -0.81 -2.55 1.96
H 0.26 -3.53 0.42
H -1.33 -3.99 0.00
H 0.99 -3.12 -1.72
H -0.61 -3.09 -2.42
H -0.80 -5.52 -1.52
H 0.91 -5.45 -1.24
H -2.85 -2.57 0.68
H -2.97 -0.95 0.15
H -2.53 -2.09 -2.26
H -3.02 -3.50 -1.41
H -5.19 -2.87 -1.42
H -4.84 -1.26 -0.84
H -5.00 0.50 -2.15
H -1.93 -0.30 -2.10
H -0.48 0.60 -2.05
H -2.03 0.68 0.52
H -2.82 1.23 -0.92
H -1.53 2.99 -1.29
H -0.16 2.43 -0.40
H -2.87 2.76 0.95
H -1.98 4.23 0.64
H -1.37 3.05 1.72
O -0.74 5.06 2.62
C 0.02 5.36 3.68
C -0.86 5.91 4.93
O -0.10 6.21 5.98
H 0.80 6.15 3.52
H 0.62 4.52 4.12
H -1.63 5.10 5.09
H -1.46 6.74 4.50
*
```

=====

How do the records compare in DFT total energy? In the order shown, they have -2446.3368 -2582.6211 -9750.6429 -4404.2352 -2736.3737 -2191.3314 Ha.
How do the records compare in F_max? In the order shown, they have 1.59 10.80 1.24 0.99 0.42 2.24 eV/Å.